DFT (ωB97M-V with the def2-TZVPD basis set) results for a molecular structure, C40H95B2BrCrF8N5O10.

The value obtained for the largest force on an atom is 2.90 eV/A. The calculation puts the total energy at -192510.9517 eV. The total charge is 0. The spin multiplicity is 4. The calculation puts the molecular weight at 1111.73 Da. The LUMO energy (spin up / spin down) is -1.52 / 0.09 eV.

```
162
Properties=species:S:1:pos:R:3:mulliken_charge:R:1
Cr 16.118 14.731 14.180 1.697
B 14.412 16.728 12.296 -0.897
F 15.147 17.481 11.407 -0.102
F 14.246 17.199 13.614 -0.225
F 13.259 16.367 11.799 -0.060
F 15.242 15.393 12.540 0.750
B 16.735 15.512 16.797 -0.516
F 16.743 14.272 16.040 -0.096
F 16.052 16.369 15.797 0.043
F 15.987 15.532 17.949 -0.310
F 17.998 15.942 16.995 -0.087
Br 17.115 12.705 13.313 -0.513
C 10.920 12.534 16.915 -0.874
O 12.088 13.300 16.657 -0.332
C 12.093 14.398 15.728 -0.656
C 13.478 14.828 15.409 0.432
N 14.312 13.820 14.597 1.143
C 13.661 13.020 13.514 0.393
C 13.506 11.591 13.914 -1.179
O 14.600 11.256 14.733 -0.163
C 14.630 9.943 15.103 -1.002
H 11.270 11.751 17.596 0.243
H 10.446 12.194 16.028 0.329
H 10.131 13.073 17.378 0.355
H 11.525 15.296 16.040 0.626
H 11.570 14.089 14.792 0.116
H 14.046 14.947 16.352 0.135
H 13.343 15.853 14.925 -0.592
H 14.569 13.050 15.285 0.343
H 14.439 12.956 12.738 -0.576
H 12.689 13.429 13.177 -0.187
H 13.471 10.938 13.035 0.117
H 12.581 11.460 14.472 0.803
H 15.516 9.814 15.781 0.206
H 14.754 9.282 14.283 0.252
H 13.673 9.780 15.616 0.347
C 19.730 14.760 9.794 -0.914
O 19.315 14.861 11.142 -0.147
C 17.996 15.446 11.201 -0.340
C 17.941 16.390 12.346 -0.124
N 17.831 15.888 13.734 1.416
C 19.133 15.387 14.368 -0.974
C 20.165 16.510 14.559 -0.935
O 19.604 17.504 15.411 0.164
C 20.145 18.827 15.132 -0.828
H 19.892 15.752 9.321 0.401
H 18.958 14.224 9.173 0.225
H 20.750 14.322 9.788 0.328
H 17.185 14.726 11.034 -0.749
H 17.827 16.069 10.253 0.443
H 17.228 17.202 12.288 -0.398
H 18.884 16.894 12.240 0.452
H 17.567 16.674 14.345 -0.108
H 19.560 14.667 13.636 0.267
H 18.896 14.875 15.283 0.636
H 20.327 17.044 13.593 0.420
H 21.129 16.155 15.013 0.344
H 19.902 19.472 15.965 0.240
H 19.546 19.203 14.317 0.079
H 21.200 18.783 14.952 0.426
C 17.936 9.279 8.817 -0.807
O 16.622 9.627 9.310 -0.411
C 16.677 10.216 10.592 -0.340
C 15.262 10.674 10.886 0.599
N 14.795 11.599 9.850 0.085
C 15.384 12.868 9.951 0.472
C 14.704 13.897 9.042 -0.877
O 15.667 14.962 8.781 -0.362
C 15.220 16.259 8.478 -0.801
H 17.826 8.875 7.845 0.309
H 18.397 8.534 9.397 0.338
H 18.529 10.211 8.783 0.258
H 17.426 11.031 10.668 -0.232
H 17.007 9.456 11.310 0.641
H 15.114 11.104 11.855 -0.698
H 14.588 9.805 10.816 -0.069
H 15.025 11.190 8.988 0.478
H 16.456 12.982 9.740 0.391
H 15.279 13.305 10.934 -1.134
H 13.810 14.366 9.490 0.142
H 14.427 13.485 8.111 0.751
H 14.849 16.353 7.440 0.344
H 16.060 16.880 8.698 0.305
H 14.349 16.613 9.047 0.203
C 11.138 12.831 8.800 -1.347
C 10.292 12.577 10.078 1.664
C 8.801 12.403 9.776 -1.399
C 8.466 10.975 9.246 -0.581
C 8.860 9.927 10.254 -1.254
C 10.365 9.937 10.576 1.658
N 10.722 11.360 10.938 -0.300
O 12.133 11.522 11.203 1.352
C 10.581 9.157 11.832 -1.908
C 11.223 9.368 9.458 -1.515
C 10.338 13.769 11.006 -1.574
H 10.997 13.844 8.473 0.558
H 10.765 12.169 7.994 0.292
H 12.187 12.615 8.949 0.012
H 8.218 12.684 10.648 0.396
H 8.472 13.116 8.972 0.344
H 8.980 10.863 8.261 0.314
H 7.418 10.862 8.932 0.425
H 8.581 8.946 9.962 0.439
H 8.444 10.275 11.173 0.419
H 9.812 9.408 12.624 0.303
H 10.451 8.119 11.585 0.472
H 11.573 9.286 12.206 0.220
H 10.858 8.410 9.088 0.471
H 11.187 10.015 8.579 0.262
H 12.287 9.227 9.785 0.144
H 9.665 13.543 11.824 0.534
H 10.019 14.654 10.408 0.437
H 11.366 13.997 11.310 -0.232
H 12.631 11.588 10.355 -0.362
C 15.440 20.944 11.665 -1.595
C 16.617 21.189 12.596 1.933
C 16.704 22.670 12.872 -1.396
C 15.682 23.137 13.901 -0.610
C 15.846 22.334 15.149 -1.414
C 15.709 20.781 14.906 1.367
N 16.693 20.445 13.926 -0.191
O 16.717 19.087 13.613 1.213
C 16.048 20.065 16.249 -1.850
C 14.212 20.369 14.628 -1.294
C 17.867 20.743 11.822 -1.984
H 15.196 19.864 11.623 0.083
H 15.608 21.125 10.587 0.402
H 14.531 21.392 11.931 0.384
H 17.710 22.876 13.218 0.417
H 16.469 23.034 11.886 0.387
H 14.663 23.037 13.565 0.303
H 15.845 24.176 14.194 0.408
H 15.097 22.567 15.893 0.441
H 16.849 22.396 15.550 0.408
H 15.908 18.980 16.136 0.019
H 17.090 20.182 16.560 0.347
H 15.468 20.448 17.090 0.491
H 13.582 20.840 15.387 0.476
H 13.853 20.766 13.676 0.248
H 14.071 19.310 14.636 0.088
H 17.727 19.678 11.666 0.253
H 18.739 20.884 12.441 0.408
H 18.062 21.262 10.907 0.434
H 15.797 18.837 13.679 -0.329
C 21.916 10.232 11.190 -1.197
C 20.800 10.919 11.986 -0.246
O 19.941 11.738 11.200 -0.141
H 22.477 10.890 10.533 0.309
H 21.539 9.442 10.485 0.233
H 22.656 9.790 11.856 0.387
H 21.275 11.503 12.738 0.321
H 20.146 10.158 12.411 0.351
H 20.370 12.641 11.202 0.026
C 20.126 17.339 19.586 -0.954
C 20.936 16.255 18.905 -0.123
O 21.241 16.534 17.591 -0.521
H 19.506 16.988 20.402 0.318
H 19.495 17.903 18.920 0.190
H 20.790 18.060 20.090 0.317
H 20.434 15.257 19.000 0.213
H 21.869 16.175 19.499 0.298
H 20.510 16.936 17.086 0.255
```